Here is the molecule C3H4ClN3 in a non-equilibrium geometry from OMol25. Energies are from the ωB97M-V functional and the def2-TZVPD basis.

LUMO energy: 0.88 eV
Relative energy (zero: lowest compared OMol25 entry of this formula, charge and spin): 285.4 kJ/mol
Total energy: -741.07213 Ha
Orbital gap: 10.604 eV
Structure (SMILES): ClCn1nccn1
HOMO energy: -9.72 eV

Structure (XYZ):
```
11
Properties=species:S:1:pos:R:3:forces:R:3
Cl -2.839 0.299 0.153 -0.48 0.18 0.48
C -1.765 -0.989 -0.108 3.60 -1.40 -0.71
N -0.103 -0.290 -0.067 -5.39 -0.31 0.35
N 1.005 -0.886 0.215 1.38 0.39 -0.98
C 1.902 0.128 0.135 1.11 1.12 2.09
C 1.156 1.344 0.082 0.54 1.48 -2.26
N -0.118 1.031 -0.132 0.54 -1.04 0.27
H -1.728 -1.840 0.720 -0.17 2.00 -2.00
H -1.891 -1.317 -1.220 0.53 0.18 2.36
H 3.013 0.071 0.404 -1.98 -0.43 -0.62
H 1.368 2.449 -0.183 0.31 -2.16 1.02
```
Positions in Å, forces in eV/Å.

Here is the molecule C3H5NO3 from OMol25. Energies are from the ωB97M-V functional and the def2-TZVPD basis.

LUMO energy: 0.70 eV
Relative energy (zero: lowest compared OMol25 entry of this formula, charge and spin): 83.9 kJ/mol
Total energy: -397.80474 Ha
Orbital gap: 10.798 eV
Structure (SMILES): NC(=O)COC=O
HOMO energy: -10.10 eV

Structure (XYZ):
```
12
Properties=species:S:1:pos:R:3:forces:R:3
N -1.057 -1.212 0.067 -0.07 0.00 0.10
C -0.831 -0.194 0.920 -0.06 0.04 0.05
O -1.452 0.002 1.951 0.18 -0.11 -0.29
C 0.257 0.848 0.614 -0.09 0.10 0.13
O 1.366 0.656 -0.295 0.03 -0.16 -0.04
C 1.306 0.203 -1.539 -0.25 -0.19 -0.27
O 0.386 -0.349 -2.096 0.30 0.42 0.22
H -0.673 -1.172 -0.870 -0.08 -0.01 0.13
H -1.865 -1.786 0.258 0.12 0.06 0.03
H -0.258 1.773 0.335 0.04 -0.14 -0.06
H 0.752 1.018 1.569 -0.10 0.04 -0.11
H 2.269 0.388 -2.032 -0.03 -0.04 0.10
```
Positions in Å, forces in eV/Å.

Here is C32H54N2O2P2Pb as an isolated structure in a non-equilibrium geometry from OMol25. Energies are from the ωB97M-V functional and the def2-TZVPD basis.

LUMO energy: 0.49 eV
Relative energy (zero: lowest compared OMol25 entry of this formula, charge and spin): 63.6 kJ/mol
Total energy: -2387.29629 Ha
Orbital gap: 6.759 eV
HOMO energy: -6.27 eV

Structure (XYZ):
```
93
Properties=species:S:1:pos:R:3:forces:R:3
Pb -0.648 0.310 1.294 -0.34 0.33 0.68
C 0.677 -4.434 -1.445 -0.07 0.02 -0.05
C -0.304 -3.526 -0.690 0.11 0.16 0.16
C -0.857 -4.232 0.562 0.02 0.07 -0.01
P 0.382 -1.828 -0.284 0.01 -0.73 -0.70
C 1.040 -1.224 -1.929 -0.04 -0.04 0.17
C 2.430 -1.715 -2.321 0.01 0.08 0.03
C -0.004 -1.416 -3.030 0.02 0.05 0.09
C 1.752 -2.150 0.867 0.00 0.54 0.11
C 2.137 -3.328 1.504 0.03 -0.04 -0.08
C 3.101 -3.320 2.500 0.06 -0.10 0.10
C 3.546 -4.591 3.178 -0.01 0.12 -0.04
C 3.655 -2.096 2.883 -0.03 0.01 -0.08
C 3.293 -0.913 2.272 0.00 -0.05 0.00
C 2.346 -0.920 1.236 -0.03 -0.13 -0.17
N 1.842 0.174 0.573 0.13 0.21 0.09
C 2.619 1.222 0.163 -0.01 -0.20 -0.04
C 4.028 1.146 0.075 0.00 0.00 0.07
C 4.783 2.204 -0.384 -0.13 -0.07 0.01
C 4.189 3.387 -0.820 0.10 0.15 -0.04
C 5.016 4.544 -1.323 -0.12 -0.08 -0.01
C 2.805 3.452 -0.802 0.12 -0.02 0.04
C 2.008 2.411 -0.322 -0.18 -0.15 0.18
P 0.189 2.430 -0.317 0.29 0.50 -0.56
C -0.361 4.024 0.471 0.03 -0.21 -0.02
C 0.270 5.334 0.005 -0.09 -0.08 -0.02
C -0.168 3.861 1.982 -0.03 -0.06 -0.09
C -0.274 2.464 -2.135 -0.04 0.01 0.13
C 0.613 3.278 -3.072 0.02 -0.13 -0.02
C -1.751 2.817 -2.338 0.09 -0.09 0.18
H 0.373 -5.479 -1.348 -0.02 0.00 -0.02
H 1.691 -4.340 -1.054 0.00 -0.06 0.01
H 0.707 -4.199 -2.508 0.07 -0.01 0.03
H -1.146 -3.303 -1.354 -0.01 -0.03 0.00
H -0.117 -4.909 0.984 -0.07 -0.03 -0.02
H -1.736 -4.829 0.306 0.01 -0.02 0.00
H -1.134 -3.530 1.345 -0.01 -0.05 0.04
H 1.123 -0.153 -1.746 0.05 0.02 0.04
H 2.421 -2.735 -2.704 -0.01 0.01 0.03
H 3.109 -1.668 -1.469 0.03 -0.01 -0.04
H 2.833 -1.067 -3.103 0.01 -0.03 -0.02
H -0.096 -2.456 -3.346 -0.01 0.02 0.01
H 0.280 -0.831 -3.908 -0.02 0.00 -0.01
H -0.986 -1.066 -2.698 -0.02 0.00 -0.07
H 1.706 -4.278 1.217 0.03 0.05 0.02
H 3.022 -5.458 2.777 0.00 -0.01 0.01
H 3.356 -4.543 4.252 0.00 -0.06 0.00
H 4.618 -4.746 3.043 -0.01 -0.06 0.01
H 4.387 -2.080 3.684 0.00 0.01 0.00
H 3.720 0.028 2.596 0.02 -0.01 -0.01
H 4.516 0.226 0.366 0.05 0.03 0.02
H 5.862 2.101 -0.420 0.01 0.02 -0.01
H 6.070 4.392 -1.094 0.02 0.03 -0.01
H 4.700 5.482 -0.862 0.04 0.02 -0.01
H 4.921 4.662 -2.406 0.03 0.02 0.00
H 2.339 4.345 -1.196 -0.02 -0.01 0.04
H -1.433 4.042 0.257 -0.01 -0.06 0.02
H 1.304 5.405 0.341 0.00 0.04 -0.02
H -0.281 6.167 0.449 0.02 0.02 -0.01
H 0.240 5.453 -1.078 0.01 0.03 0.02
H 0.878 3.639 2.215 0.00 0.03 0.02
H -0.791 3.053 2.371 -0.01 0.05 0.03
H -0.442 4.781 2.501 0.00 0.00 0.02
H -0.139 1.409 -2.401 -0.06 0.03 -0.01
H 0.508 4.350 -2.899 0.03 -0.01 -0.01
H 0.304 3.079 -4.101 -0.01 0.04 -0.02
H 1.663 3.006 -2.978 -0.02 0.03 -0.05
H -1.902 3.899 -2.293 0.02 -0.01 0.00
H -2.355 2.351 -1.562 -0.14 -0.03 0.01
H -2.085 2.468 -3.318 0.01 0.07 0.00
C -3.964 1.446 2.485 0.14 0.02 -0.22
C -3.742 1.740 0.995 -0.17 0.09 0.06
C -4.748 0.959 0.137 0.24 0.20 0.12
O -2.426 1.545 0.585 0.10 -0.30 -0.14
H -5.011 1.591 2.760 0.02 0.02 0.05
H -3.347 2.109 3.095 -0.01 -0.01 0.01
H -3.682 0.416 2.708 -0.02 -0.11 0.03
H -3.979 2.810 0.847 -0.03 0.00 0.02
H -4.535 -0.106 0.203 -0.05 -0.14 0.02
H -4.668 1.261 -0.909 0.01 -0.02 0.00
H -5.768 1.142 0.482 -0.04 -0.04 -0.06
C -5.083 -3.029 2.199 0.07 0.02 0.04
N -4.393 -2.829 0.938 -0.11 -0.04 0.10
C -5.022 -3.357 -0.252 0.05 -0.04 -0.02
C -3.218 -2.188 0.896 0.06 0.15 0.06
O -2.616 -1.750 1.868 -0.12 -0.02 -0.16
H -5.329 -4.084 2.332 0.00 0.00 -0.02
H -6.003 -2.441 2.225 -0.01 -0.02 -0.02
H -4.432 -2.706 3.007 0.00 0.01 0.00
H -6.084 -3.111 -0.249 0.00 0.04 -0.03
H -4.919 -4.445 -0.297 -0.04 0.01 -0.01
H -4.568 -2.924 -1.142 0.02 0.00 0.02
H -2.821 -2.080 -0.127 -0.03 0.00 0.01
```
Positions in Å, forces in eV/Å.

Here is the molecule C2H4N2OS from OMol25. Energies are from the ωB97M-V functional and the def2-TZVPD basis.

LUMO energy: 0.65 eV
Relative energy (zero: lowest compared OMol25 entry of this formula, charge and spin): 284.0 kJ/mol
Total energy: -661.47736 Ha
Orbital gap: 10.036 eV
Structure (SMILES): [H]/N=C1/NOCS1
HOMO energy: -9.38 eV

Structure (XYZ):
```
10
Properties=species:S:1:pos:R:3:forces:R:3
H 2.616 -0.709 -0.091 0.13 -0.06 0.05
N 2.196 0.208 -0.006 -0.80 -0.15 -0.07
C 0.929 0.129 0.036 0.54 0.22 0.10
N 0.150 1.292 0.250 0.37 0.54 -0.53
O -1.135 1.102 -0.341 0.22 0.03 0.12
C -1.555 -0.118 0.193 -0.04 0.19 0.55
S -0.159 -1.270 -0.059 0.06 0.12 -0.05
H 0.572 2.097 -0.241 -0.33 -0.56 0.40
H -1.786 -0.033 1.264 0.23 0.02 -0.17
H -2.437 -0.409 -0.337 -0.38 -0.34 -0.41
```
Positions in Å, forces in eV/Å.

> The lowest relative energy (zero: lowest compared OMol25 entry of this formula, charge and spin) belongs to which entry?

C32H54N2O2P2Pb

> Look up the total energy of the second one.

-397.80474 Ha